1.
Formula: C2HBrF3NO
Source: the Open Molecules 2025 dataset
Level of theory: wB97M-V/def2-TZVPD

Results
2S+1: 1
E_tot: -3080.27720 a.u.
relative energy (zero: lowest compared OMol25 entry of this formula, charge and spin): 82.1 kcal per mole
SMILES: FC=C(F)F.O=NBr

```
9
Properties=species:S:1:pos:R:3:forces:R:3:mulliken_charge:R:1
C -0.2953 0.5848 0.0915 3.3 -0.3 -0.9 0.06
C -1.3616 1.2645 -0.1897 0.3 -0.5 0.0 0.34
N 1.1765 -1.6202 -0.1628 -1.4 -1.4 -0.1 0.25
O 0.6164 -2.4976 0.3170 1.3 0.8 -0.4 -0.17
F -0.0402 -0.0748 1.2270 -0.7 0.5 0.7 -0.25
F -2.3687 1.4319 0.5844 -1.5 0.3 0.9 -0.21
F -1.5174 1.7818 -1.3700 -0.3 0.8 -0.9 -0.21
Br 3.1872 -1.4627 0.0819 0.5 -0.2 0.3 -0.13
H 0.6030 0.5923 -0.5792 -1.4 0.1 0.5 0.32
```
Forces are in eV/Å.


2.
Formula: C2HBrF4S
Source: the Open Molecules 2025 dataset
Level of theory: wB97M-V/def2-TZVPD

Results
2S+1: 1
E_tot: -3448.38095 a.u.
relative energy (zero: lowest compared OMol25 entry of this formula, charge and spin): 51.4 kcal per mole

```
9
Properties=species:S:1:pos:R:3:forces:R:3:mulliken_charge:R:1
C -0.1614 -0.9190 -0.0994 -1.7 4.7 0.9 0.44
C -0.3451 1.2665 0.0602 -0.2 -3.7 -0.8 0.36
F 0.0985 -1.1186 1.1727 0.0 -0.8 0.7 -0.20
F -1.4101 -1.2746 -0.4013 0.6 -0.6 -0.2 -0.19
F -0.8578 1.7529 -1.1032 1.1 -0.1 1.0 -0.18
F 0.9664 1.4468 0.2145 -0.2 1.2 -0.4 -0.16
S 1.1480 -1.3526 -1.1571 -1.3 0.6 -2.6 -0.12
Br -1.3333 2.0113 1.5608 0.4 -0.4 -0.5 -0.11
H 1.8948 -1.8126 -0.2472 1.3 -0.8 1.9 0.15
```
Forces are in eV/Å.


Number 1: E_HOMO -10.0 eV, F_max 3.42 eV Å⁻¹, frontier orbital gap 8.83 eV. Number 2: E_HOMO -9.3 eV, F_max 5.05 eV Å⁻¹, frontier orbital gap 9.30 eV.